# 1
Entry from OMol25: a structure of composition C41H78ClI2NO15S4 (ωB97M-V with the def2-TZVPD basis set).

Values from the calculation:
- net charge = 0
- HOMO energy (eV) = -8.7940
- frontier orbital gap (eV) = 8.5

Last column: Mulliken charge in e.
Positions of all 142 atoms, in Å:
C: 3.743 -3.009 2.477  -1.433
C: 3.253 -4.111 1.524  0.427
C: 3.276 -3.698 0.049  -0.363
O: 1.979 -3.789 -0.531  -0.099
C: 1.919 -3.645 -1.894  0.193
Cl: 2.520 -5.258 -2.621  -0.235
C: 2.722 -2.479 -2.437  -0.231
C: 4.143 -2.722 -2.960  -0.539
C: 4.842 -1.367 -3.137  -0.397
C: 4.317 -0.545 -4.304  -0.229
C: 5.101 0.760 -4.512  -0.867
C: 4.622 1.900 -3.603  -0.918
C: 5.291 1.938 -2.233  -0.694
O: 4.334 1.528 -1.257  -0.359
C: 4.853 1.552 0.053  -0.773
O: 0.531 -3.641 -2.136  0.243
C: -0.144 -3.021 -3.168  -0.041
I: 0.694 -3.343 -5.146  0.130
I: -0.384 -0.860 -2.854  0.044
C: -1.546 -3.652 -3.198  -1.946
N: -2.415 -3.202 -2.140  1.322
C: -3.813 -3.035 -2.556  -1.318
C: -4.493 -1.873 -1.817  -0.146
C: -5.313 -0.975 -2.748  -1.355
C: -4.409 -0.048 -3.579  -0.373
C: -3.979 1.238 -2.866  -0.603
O: -4.048 1.056 -1.447  -0.023
C: -3.877 2.171 -0.680  0.552
C: -2.505 2.773 -0.725  -1.000
O: -4.756 2.551 0.041  -0.563
C: -2.281 -3.944 -0.887  -1.924
C: -1.461 -3.199 0.169  0.413
O: -2.295 -2.989 1.321  -0.450
C: -1.793 -2.315 2.377  0.564
C: -0.313 -2.106 2.425  -0.472
O: -2.552 -1.943 3.231  -0.647
H: 3.644 -2.019 2.032  0.380
H: 3.181 -3.035 3.410  0.366
H: 4.792 -3.149 2.741  0.342
H: 2.229 -4.350 1.793  -0.637
H: 3.851 -5.012 1.643  0.455
H: 3.639 -2.670 -0.034  0.118
H: 3.976 -4.329 -0.501  0.281
H: 2.784 -1.740 -1.634  0.102
H: 2.189 -1.987 -3.237  0.263
H: 4.728 -3.328 -2.270  0.343
H: 4.080 -3.223 -3.927  0.401
H: 5.907 -1.556 -3.298  0.416
H: 4.743 -0.804 -2.205  -0.175
H: 3.268 -0.277 -4.141  0.061
H: 4.352 -1.146 -5.217  0.288
H: 5.100 1.057 -5.560  0.373
H: 6.148 0.553 -4.263  0.283
H: 3.565 1.735 -3.375  0.573
H: 4.704 2.865 -4.096  0.362
H: 6.176 1.291 -2.205  0.287
H: 5.613 2.951 -1.980  0.757
H: 5.538 2.393 0.195  0.323
H: 5.389 0.625 0.289  0.276
H: 4.022 1.661 0.749  0.236
H: -1.351 -4.733 -3.144  0.313
H: -1.980 -3.455 -4.174  0.721
H: -3.837 -2.852 -3.630  0.659
H: -4.380 -3.957 -2.377  0.172
H: -3.697 -1.282 -1.365  0.198
H: -5.116 -2.244 -1.002  0.457
H: -5.874 -1.611 -3.438  0.446
H: -6.014 -0.382 -2.164  0.515
H: -3.518 -0.609 -3.871  0.066
H: -4.941 0.229 -4.490  0.493
H: -2.953 1.479 -3.153  0.216
H: -4.630 2.065 -3.156  0.371
H: -1.814 2.063 -0.265  0.207
H: -2.165 2.934 -1.745  0.440
H: -2.500 3.696 -0.153  0.348
H: -1.856 -4.938 -1.055  0.105
H: -3.274 -4.088 -0.456  0.674
H: -0.573 -3.774 0.431  -0.052
H: -1.145 -2.235 -0.224  0.680
H: 0.180 -3.080 2.387  -0.117
H: 0.021 -1.499 1.585  0.349
H: -0.077 -1.636 3.374  0.377
C: -1.750 -7.479 1.588  -0.855
C: -2.472 -7.310 2.933  -0.629
C: -1.399 -7.280 4.032  -0.730
S: 0.079 -6.619 3.251  1.135
O: 1.104 -7.631 3.251  -0.717
O: 0.340 -5.300 3.770  -0.626
C: -0.593 -6.484 1.604  0.068
H: -2.417 -7.300 0.746  0.345
H: -1.359 -8.495 1.497  0.412
H: -3.023 -6.368 2.933  0.257
H: -3.188 -8.110 3.110  0.398
H: -1.664 -6.630 4.862  0.357
H: -1.152 -8.273 4.401  0.358
H: 0.186 -6.696 0.874  0.667
H: -0.933 -5.456 1.498  -0.425
C: 10.486 3.050 -4.670  -0.597
C: 10.577 4.572 -4.491  -0.580
C: 9.189 5.067 -4.067  -0.764
S: 8.417 3.694 -3.197  1.260
O: 7.278 3.243 -3.957  -0.573
O: 8.283 4.006 -1.798  -0.753
C: 9.754 2.528 -3.438  -0.710
H: 11.469 2.593 -4.769  0.366
H: 9.914 2.813 -5.569  0.296
H: 11.306 4.804 -3.712  0.291
H: 10.904 5.067 -5.404  0.322
H: 9.226 5.918 -3.392  0.353
H: 8.557 5.299 -4.922  0.367
H: 9.330 1.533 -3.557  0.346
H: 10.381 2.566 -2.549  0.393
C: -3.799 3.197 3.433  -0.204
C: -2.909 2.636 4.552  -0.697
C: -1.772 3.642 4.779  -0.737
S: -2.436 5.249 4.309  1.189
O: -1.704 5.733 3.162  -0.681
O: -2.575 6.084 5.479  -0.691
C: -4.036 4.659 3.783  -0.656
H: -4.739 2.658 3.349  0.412
H: -3.286 3.124 2.472  -0.091
H: -3.497 2.530 5.465  0.319
H: -2.514 1.653 4.301  0.339
H: -1.445 3.696 5.814  0.406
H: -0.918 3.450 4.132  0.340
H: -4.380 5.263 2.948  0.519
H: -4.716 4.761 4.622  0.177
C: -9.742 7.174 4.817  -0.563
C: -8.419 7.707 5.387  -0.654
C: -7.651 6.509 5.958  -0.568
S: -8.181 5.079 5.002  1.067
O: -8.879 4.169 5.872  -0.674
O: -7.091 4.611 4.182  -0.538
C: -9.376 5.946 3.990  -0.722
H: -10.253 7.920 4.212  0.340
H: -10.411 6.886 5.631  0.298
H: -7.838 8.171 4.588  0.302
H: -8.584 8.463 6.152  0.325
H: -6.572 6.608 5.860  0.286
H: -7.910 6.311 6.996  0.386
H: -10.208 5.277 3.786  0.385
H: -8.877 6.219 3.061  0.354

=====

# 2
Entry from OMol25: a structure of composition C41H78GeN3O3PSSi3Ti at a distorted geometry (ωB97M-V with the def2-TZVPD basis set).

Values from the calculation:
- net charge = -1
- energy above the lowest of the compared OMol25 structures with the same formula, charge and spin (kcal/mol) = 2.2
- ⟨S²⟩ = 0.755
- HOMO energy (alpha / beta) (eV) = -4.4309 / -4.3911
- 2S+1 = 2
- frontier orbital gap (alpha / beta) (eV) = 6.5 / 6.5

Last column: Löwdin spin population.
Positions of all 132 atoms, in Å:
Ti: 0.085 -1.842 -0.748  0.941
N: -1.028 0.029 -0.230  0.016
N: -2.396 -0.196 -0.483  0.001
C: -2.785 -1.545 -0.517  0.001
O: -3.933 -1.841 -0.243  -0.001
O: -1.824 -2.342 -0.873  0.002
H: -0.873 0.312 0.738  0.003
H: -0.672 0.754 -0.847  0.002
H: -3.037 0.394 0.023  0.000
C: -2.211 -4.415 1.504  0.000
C: -1.182 -4.107 2.587  0.000
C: -1.715 -4.533 3.962  0.000
C: -0.749 -2.656 2.684  0.003
C: 0.586 -2.351 2.871  0.003
C: 1.047 -1.091 3.270  0.001
C: 2.567 -1.098 3.520  0.000
C: 3.313 -1.366 2.209  0.000
C: 3.239 0.047 4.277  0.000
C: 0.101 -0.064 3.447  0.000
C: -1.269 -0.352 3.235  0.000
C: -1.666 -1.618 2.829  0.001
C: -2.354 0.630 3.650  0.000
C: -3.426 0.845 2.585  0.000
C: -2.984 0.166 4.968  0.000
C: 0.459 1.260 4.072  0.000
C: 0.611 1.243 5.461  0.000
C: 0.971 2.370 6.176  0.000
C: 1.200 3.558 5.500  0.000
C: 1.015 3.602 4.128  0.000
C: 0.615 2.483 3.389  0.000
P: 0.153 2.627 1.604  0.000
C: 1.802 2.834 0.706  0.000
C: 2.790 3.886 1.212  0.000
C: 1.524 3.055 -0.785  0.000
C: 2.476 1.467 0.859  0.000
C: -0.823 4.259 1.458  0.000
C: -0.060 5.579 1.325  0.000
C: -1.793 4.394 2.635  0.000
C: -1.666 4.076 0.183  0.000
H: -2.544 -5.450 1.605  0.000
H: -1.798 -4.286 0.507  0.000
H: -3.091 -3.771 1.574  0.000
H: -0.283 -4.695 2.385  0.000
H: -2.643 -4.004 4.194  0.000
H: -0.994 -4.315 4.753  0.000
H: -1.925 -5.604 3.971  0.000
H: 1.305 -3.162 2.791  0.000
H: 2.718 -1.987 4.142  0.000
H: 3.194 -0.539 1.514  0.000
H: 2.950 -2.265 1.712  0.000
H: 4.379 -1.498 2.409  0.000
H: 3.058 1.026 3.838  0.000
H: 4.318 -0.127 4.263  0.000
H: 2.927 0.092 5.318  0.000
H: -2.724 -1.831 2.709  0.000
H: -1.881 1.591 3.844  0.000
H: -3.833 -0.091 2.199  0.000
H: -3.013 1.410 1.746  0.000
H: -4.258 1.426 2.991  0.000
H: -3.508 -0.783 4.831  0.000
H: -3.702 0.904 5.332  0.000
H: -2.221 0.020 5.734  0.000
H: 0.454 0.304 5.979  0.000
H: 1.083 2.317 7.252  0.000
H: 1.503 4.449 6.035  0.000
H: 1.166 4.541 3.618  0.000
H: 2.456 4.908 1.052  0.000
H: 3.731 3.762 0.667  0.000
H: 3.014 3.748 2.270  0.000
H: 1.147 4.057 -0.998  0.000
H: 0.812 2.324 -1.178  0.000
H: 2.455 2.926 -1.343  0.000
H: 2.831 1.325 1.879  0.000
H: 3.345 1.420 0.195  0.000
H: 1.814 0.639 0.591  0.000
H: 0.608 5.775 2.162  0.000
H: -0.788 6.396 1.293  0.000
H: 0.520 5.628 0.404  0.000
H: -1.279 4.621 3.571  0.000
H: -2.387 3.495 2.779  0.000
H: -2.487 5.213 2.422  0.000
H: -2.343 3.226 0.278  0.000
H: -2.269 4.973 0.009  0.000
H: -1.051 3.912 -0.702  0.000
S: 2.214 -5.734 1.054  0.015
C: 1.502 -4.543 0.228  0.016
N: 0.981 -3.677 -0.372  0.002
C: 0.249 -3.269 -6.041  0.003
Si: 0.427 -3.014 -4.166  0.009
C: -0.622 -4.399 -3.416  0.003
C: 2.239 -3.449 -3.829  0.001
Ge: -0.066 -0.781 -3.382  -0.005
Si: 1.339 0.562 -4.753  -0.005
C: 0.568 2.297 -4.760  0.000
C: 1.599 0.082 -6.562  -0.002
C: 3.089 0.819 -4.082  0.000
Si: -2.192 -0.545 -4.452  -0.002
C: -3.285 -2.069 -4.267  0.000
C: -2.125 -0.172 -6.310  -0.001
C: -3.154 0.913 -3.719  0.001
H: 0.422 -4.320 -6.294  0.000
H: 0.970 -2.664 -6.595  0.000
H: -0.750 -3.002 -6.392  0.000
H: -0.035 -5.322 -3.450  0.000
H: -1.519 -4.551 -4.020  0.000
H: -0.942 -4.239 -2.388  0.002
H: 2.468 -4.410 -4.302  0.000
H: 2.462 -3.537 -2.764  0.001
H: 2.908 -2.697 -4.260  0.000
H: -0.504 2.263 -4.966  0.000
H: 0.698 2.756 -3.776  0.000
H: 1.037 2.949 -5.503  0.000
H: 0.678 -0.201 -7.071  0.000
H: 2.306 -0.747 -6.654  0.000
H: 2.029 0.946 -7.079  0.000
H: 3.066 1.224 -3.068  0.000
H: 3.629 1.524 -4.723  0.000
H: 3.660 -0.112 -4.058  0.000
H: -2.892 -2.896 -4.863  0.000
H: -4.294 -1.846 -4.629  0.000
H: -3.357 -2.407 -3.232  0.000
H: -1.663 -0.985 -6.874  0.000
H: -1.563 0.740 -6.523  0.000
H: -3.144 -0.034 -6.688  0.000
H: -3.467 0.695 -2.697  0.000
H: -4.046 1.128 -4.318  0.000
H: -2.538 1.817 -3.696  0.000
C: 2.991 -1.123 -1.057  0.001
O: 1.670 -0.893 -0.664  -0.010
H: 3.663 -0.382 -0.607  0.000
H: 3.084 -1.049 -2.142  0.000
H: 3.331 -2.121 -0.755  0.000

=====

Going through the records in order, we get molar mass values of 1242.60 928.87 g/mol.